This record from OMol25 describes a gas-phase ion, C4H12NO (charge +1). The level of theory is ωB97M-V/def2-TZVPD.

Values from the calculation:
**Structure (SMILES)**: C[C@@H]([NH3+])CCO
**Gap between HOMO and LUMO**: 11.919 eV
**Electronic energy**: -289.34349 Eh
**Charge**: +1
**E_HOMO**: -15.11 eV

Each line ends with the Mulliken charge.
Positions of all 18 atoms, in Å:
C: 2.1574 -0.3757 0.1890  -1.2316
C: 0.7043 0.1381 0.3121  0.1195
C: -0.3726 -0.9273 0.3210  -0.5336
C: -1.7313 -0.2801 0.4668  -0.6134
O: -2.1190 0.2953 -0.8139  -0.6128
N: 0.3942 1.2325 -0.7571  -0.2710
H: 2.6121 -0.4134 1.1638  0.3327
H: 2.6829 0.2192 -0.5682  0.3582
H: 2.2392 -1.4234 -0.1228  0.3578
H: 0.6253 0.6284 1.2872  0.2954
H: -0.4406 -1.4685 -0.6287  0.3015
H: -0.3293 -1.6027 1.1855  0.3659
H: -2.4985 -1.0253 0.7194  0.4234
H: -1.8234 0.5320 1.1760  0.3149
H: -3.0180 0.0740 -1.1014  0.3444
H: -0.6288 1.2339 -0.9484  0.3508
H: 0.5346 2.1612 -0.3559  0.3476
H: 1.0115 1.0019 -1.5244  0.3505

=====

This record from OMol25 describes 2 unconnected molecules or ions with the total composition C2H3INO3. The level of theory is ωB97M-V/def2-TZVPD.

Values from the calculation:
**Spin multiplicity**: 3
**Gap between HOMO and LUMO (spin up / spin down)**: 7.770 / 3.545 eV
**Electronic energy**: -655.70490 Eh
**Charge**: +1
**E_HOMO (spin up / spin down)**: -12.75 / -12.74 eV

Each line ends with the Löwdin spin population.
Positions of all 10 atoms, in Å:
C: -0.1906 0.7048 1.1744  0.0193
C: -0.0438 0.5430 -0.3611  0.0197
N: 0.3313 -0.9884 -2.0309  0.0006
O: 0.1393 1.5180 -1.0332  0.0232
O: -0.1261 -0.7639 -0.7538  0.0057
O: -0.4651 -0.2133 1.8824  0.2450
I: -0.4995 -0.3559 4.7059  1.6711
H: 0.3389 1.6752 1.6572  0.0148
H: 0.3251 -0.2206 -2.7225  0.0003
H: 0.1905 -1.8989 -2.5185  0.0003

=====

This record from OMol25 describes a molecular structure, C45H125MgN15Na2O24. The level of theory is ωB97M-V/def2-TZVPD.

Values from the calculation:
**Gap between HOMO and LUMO**: 8.470 eV
**Electronic energy**: -4940.88851 Eh
**Charge**: 0
**E_HOMO**: -8.56 eV

Each line ends with the Mulliken charge.
Positions of all 212 atoms, in Å:
Na: 2.4101 0.6243 2.4816  0.3216
Na: 2.2513 2.0411 -2.5772  0.5908
Mg: -1.4352 4.6901 0.7928  1.6559
N: -2.6735 3.4148 3.3783  0.8875
O: -2.0577 4.0987 2.5389  -0.9729
O: -3.2779 2.4034 2.9753  -0.4952
O: -2.8615 3.7900 4.5125  -0.7309
N: 1.6167 4.0082 1.4206  0.9114
O: 2.0051 3.1343 2.1184  -0.3928
O: 0.4464 4.1217 1.1571  0.3997
O: 2.4248 4.7906 0.9593  -0.8160
N: 0.5090 0.8759 -0.1368  -0.2179
O: 1.7198 0.8802 -0.2009  0.7672
O: -0.0408 0.7206 0.9624  0.0073
O: -0.1728 1.0566 -1.2139  -1.2188
N: -0.0353 5.3160 -2.0648  0.4296
O: 0.2047 6.3614 -2.5500  -0.6906
O: -0.7804 5.3041 -1.0823  -0.7397
O: 0.4329 4.2783 -2.4262  -0.4631
C: -6.2726 -4.8782 1.1654  -1.5127
C: -5.6628 -4.7241 -0.2270  0.3447
C: -5.3563 -3.2762 -0.6087  -0.1745
O: -4.9217 -3.2123 -1.9786  -0.4344
C: -4.4296 -1.9701 -2.4449  -0.4206
N: -4.4511 -5.5696 -0.2769  -0.5923
H: -7.0435 -4.1358 1.3721  0.3639
H: -5.5376 -4.7587 1.9614  0.2763
H: -6.8086 -5.8262 1.2109  0.4646
H: -6.4396 -5.0438 -0.9216  0.2256
H: -4.5898 -2.9212 0.0803  -0.1894
H: -6.2363 -2.6386 -0.5243  0.5528
H: -3.6183 -1.5274 -1.8671  0.0013
H: -5.2346 -1.2453 -2.3239  0.3903
H: -4.1271 -1.9830 -3.4920  0.2492
H: -4.8809 -6.4798 -0.1934  0.2652
H: -4.1685 -5.4891 -1.2432  0.2750
C: 4.8643 -0.2074 -2.1711  -1.1867
C: 4.0974 -0.6337 -3.4479  2.2630
C: 4.3838 -2.0566 -3.7897  -0.7705
O: 4.0012 -2.3089 -5.1765  -0.2825
C: 4.9570 -1.8506 -6.1268  -0.6424
N: 2.7127 -0.3384 -3.2736  1.6367
H: 4.4398 0.6997 -1.7409  -0.5234
H: 5.9226 -0.0751 -2.3959  0.4906
H: 4.8499 -1.0101 -1.4337  0.4190
H: 4.5458 -0.0255 -4.2335  -0.8801
H: 3.8747 -2.7244 -3.0948  0.1075
H: 5.4608 -2.1494 -3.6495  0.5159
H: 5.1011 -0.7715 -6.0742  0.1141
H: 4.6690 -2.0554 -7.1579  0.3122
H: 5.9240 -2.3440 -6.0287  0.3284
H: 2.2300 -0.7305 -4.0695  -0.6599
H: 2.3655 -0.9633 -2.5601  -0.9529
C: 0.7457 -4.1010 6.1077  -1.8465
C: -0.1457 -3.6520 4.9433  0.5921
C: -1.6513 -3.3876 5.1815  0.6278
O: -2.2548 -4.5922 5.4665  -0.4855
C: -3.6655 -4.5280 5.6616  -0.4570
N: 0.4231 -2.4053 4.5171  -0.2665
H: 0.3841 -5.0495 6.5048  0.5065
H: 0.8544 -3.4220 6.9533  0.1761
H: 1.6849 -4.3771 5.6282  0.4123
H: -0.0742 -4.4366 4.1900  0.4339
H: -2.0830 -2.9391 4.2867  -0.4361
H: -1.8358 -2.5702 5.8786  -0.2036
H: -4.0132 -5.5268 5.9252  0.3837
H: -4.0861 -4.3671 4.6690  -0.0154
H: -4.0825 -3.8052 6.3628  0.2726
H: 0.1361 -1.7442 5.2247  -0.0488
H: -0.2016 -2.0707 3.7975  0.2368
C: -0.7460 -1.8592 -3.6918  -0.5861
C: 0.0424 -2.3511 -4.9101  0.0303
C: -0.8647 -2.6379 -6.1726  -1.0996
O: -2.0193 -1.7827 -6.1709  -0.1091
C: -2.6722 -1.8944 -7.4566  -0.8638
N: 1.0271 -1.3926 -5.3400  -0.1514
H: -1.3522 -0.9599 -3.8008  0.1846
H: -0.1307 -1.7246 -2.8022  -0.2673
H: -1.3883 -2.7037 -3.4420  0.5282
H: 0.5713 -3.2102 -4.4973  0.5054
H: -1.1648 -3.6851 -6.1335  0.5981
H: -0.3320 -2.4773 -7.1099  0.3293
H: -3.5277 -1.2228 -7.3837  0.2501
H: -3.0815 -2.8737 -7.7045  0.3383
H: -1.9663 -1.5132 -8.1945  0.1966
H: 0.5299 -0.6768 -5.8503  -0.5951
H: 1.5996 -1.7672 -6.0830  0.1854
C: -3.5982 1.6493 -1.1659  -1.5267
C: -3.1037 3.0635 -0.8194  1.2115
C: -4.1894 3.8791 -0.1560  -1.2837
O: -3.4738 5.0678 0.4106  -0.2613
C: -4.4714 5.9942 0.7913  -1.0370
N: -2.0189 2.8828 0.0867  1.4256
H: -4.0861 1.0684 -0.3831  0.3284
H: -2.8458 1.0098 -1.6274  -0.0390
H: -4.3713 1.6983 -1.9327  0.6585
H: -2.7563 3.4989 -1.7563  0.2496
H: -4.7209 3.3137 0.6095  0.3714
H: -4.9165 4.2402 -0.8833  0.4823
H: -4.1739 6.9058 1.3095  0.3522
H: -5.1607 5.6173 1.5469  0.3596
H: -5.0685 6.4315 -0.0088  0.3179
H: -2.3368 2.1537 0.7091  -0.7215
H: -1.4023 2.2682 -0.4253  -0.6871
C: 2.4374 -2.4113 -0.2918  -1.2209
C: 1.4205 -2.3919 0.8604  2.7746
C: 0.9400 -3.8679 1.0908  -0.7928
O: 0.0933 -4.4183 0.1368  -0.5064
C: -1.1485 -3.7224 -0.0071  0.1974
N: 2.0933 -1.9650 2.0134  0.0896
H: 2.1204 -2.7972 -1.2607  0.4170
H: 3.3274 -2.9577 0.0205  0.4317
H: 2.8230 -1.4142 -0.5043  -0.1791
H: 0.6318 -1.6510 0.7296  -1.3604
H: 0.6036 -4.1854 2.0778  0.0990
H: 1.8360 -4.4875 1.0542  0.3781
H: -1.8443 -4.0626 -0.7740  0.3323
H: -1.0391 -2.6833 -0.3176  -0.2837
H: -1.7336 -3.7364 0.9125  -0.0613
H: 1.4418 -2.1557 2.7613  -0.1759
H: 2.9015 -2.5543 2.1535  0.3082
C: 0.0149 1.2139 4.2554  0.3844
C: 1.1402 1.0372 5.3699  0.1061
C: 0.6855 0.7083 6.7414  -1.4118
O: -0.0823 -0.4945 6.7528  -0.1574
C: -0.6196 -0.8692 8.0453  -1.0295
N: 2.2047 0.2281 4.8858  -0.2952
H: 0.3620 1.6180 3.3044  -0.4965
H: -0.7555 1.9381 4.5201  0.5007
H: -0.4012 0.2153 4.1217  -0.6227
H: 1.6115 2.0167 5.4501  0.6673
H: 0.1890 1.5455 7.2321  0.4803
H: 1.5764 0.4449 7.3115  0.5365
H: -1.4974 -0.2804 8.3114  0.2576
H: 0.1006 -0.6781 8.8409  0.3729
H: -1.0078 -1.8680 7.8457  0.3202
H: 1.8948 -0.7069 5.1091  0.0319
H: 3.0205 0.2746 5.4796  0.3730
C: -3.7577 -0.3866 5.0683  0.6200
C: -5.2097 0.1463 4.9684  0.4444
C: -6.2630 -0.8159 5.6598  -1.2269
O: -6.2022 -2.2391 5.3382  -0.3117
C: -6.5973 -2.6404 4.0533  -0.7245
N: -5.2947 1.4661 5.5283  -0.7749
H: -3.3900 -0.1931 6.0760  0.2726
H: -3.1476 0.0911 4.3016  -0.5128
H: -3.7815 -1.4479 4.8208  -0.3961
H: -5.4320 0.2211 3.9039  0.2560
H: -7.2739 -0.4580 5.4647  0.4127
H: -6.1015 -0.7104 6.7326  0.3642
H: -6.0548 -2.1303 3.2574  0.2357
H: -7.6392 -2.4620 3.7875  0.4765
H: -6.3692 -3.7057 4.0167  0.2111
H: -5.0760 1.3883 6.5113  0.3496
H: -4.5383 2.0453 5.1931  0.2197
C: -1.0921 1.9294 -5.4393  -1.3693
C: 0.4359 1.8319 -5.4294  3.3019
C: 0.9407 1.5984 -6.9155  -1.3391
O: 0.5661 0.2912 -7.3953  -0.0828
C: 0.8642 0.1350 -8.7342  -1.0887
N: 0.9618 3.1296 -4.9718  -0.2895
H: -1.5395 2.1589 -4.4722  0.1258
H: -1.4835 0.9834 -5.8134  0.0611
H: -1.5145 2.6837 -6.1031  0.4191
H: 0.7983 1.0250 -4.7925  -1.4416
H: 2.0295 1.6420 -6.9418  0.2804
H: 0.6438 2.3864 -7.6076  0.5704
H: 1.9448 0.2305 -8.8406  0.3704
H: 0.5162 0.9557 -9.3613  0.3187
H: 0.5345 -0.8031 -9.1807  0.3152
H: 0.6800 3.8331 -5.6395  0.4240
H: 0.5311 3.4362 -4.1112  -0.1090
C: 5.2332 5.4386 -1.2275  -1.7094
C: 4.3535 4.3302 -1.9268  0.5554
C: 5.0782 3.6585 -3.0834  -0.5265
O: 4.1192 2.9298 -3.9267  -0.0309
C: 4.6838 2.2807 -5.1131  -0.7381
N: 3.8784 3.3539 -0.9572  1.1191
H: 6.0849 5.1154 -0.6291  0.2099
H: 4.6063 6.0169 -0.5488  0.3426
H: 5.7058 6.1467 -1.9082  0.5029
H: 3.4906 4.8859 -2.2940  0.3164
H: 5.8568 2.9707 -2.7536  -0.1711
H: 5.5278 4.4437 -3.6913  0.5065
H: 3.8929 1.7618 -5.6547  -0.1934
H: 5.4847 1.5734 -4.8972  0.3792
H: 5.1207 3.0462 -5.7543  0.4632
H: 4.6603 2.8841 -0.5235  -0.9451
H: 3.4570 3.8715 -0.1992  -0.0328
C: 5.3824 2.0164 3.4217  -1.5698
C: 5.2549 1.9833 1.8974  1.2685
C: 6.6500 2.1553 1.1884  -1.1900
O: 6.4832 2.2694 -0.2439  0.0150
C: 7.6866 2.0752 -0.9768  -1.1790
N: 4.6452 0.7396 1.5037  0.0259
H: 4.4912 2.0062 4.0492  0.2081
H: 5.7549 3.0029 3.6975  0.4094
H: 6.0770 1.2104 3.6586  0.4359
H: 4.5518 2.7502 1.5727  -0.6086
H: 7.3186 1.3113 1.3581  0.4510
H: 7.1787 3.0805 1.4177  0.4521
H: 7.4735 1.7643 -1.9996  0.2850
H: 8.2508 1.2600 -0.5238  0.4221
H: 8.2906 2.9822 -0.9487  0.2994
H: 5.2660 0.0552 1.9115  0.3013
H: 4.7005 0.6668 0.4979  -0.2553
C: -2.5025 -1.0907 1.8134  -0.2635
O: -1.2661 -1.4798 2.3679  1.8602
H: -2.5241 -1.1505 0.7253  -0.2598
H: -3.3117 -1.7533 2.1203  0.1796
H: -2.6929 -0.0478 2.0670  -0.0251
H: -0.6916 -0.7346 2.1774  -1.3217